1.
{
  "formula": "C5H8Cl2Si",
  "method": "ωB97M-V/def2-TZVPD",
  "homo_lumo_gap_ev": [7.35, 8.07],
  "e_above_lowest_kcal_mol": 81.5,
  "molar_mass_g_mol": 167.11,
  "spin_multiplicity": 1,
  "e_tot_ha": -1405.143142,
  "lumo_ha": [-0.0318, -0.0029],
  "homo_energy_ev": [-8.217, -8.147],
  "elements": ["C", "C", "C", "C", "C", "Si", "Cl", "Cl", "H", "H", "H", "H", "H", "H", "H", "H"],
  "coordinates": [[1.1424, 0.2817, 1.2227], [0.1547, 1.1792, 0.9308], [1.5621, -0.7596, 0.3051], [1.0367, -0.6254, -1.0695], [-0.7718, 1.1562, -0.1464], [-1.9869, -0.1762, -0.6496], [-3.9278, 0.5283, -0.5139], [-1.8187, -1.7011, 0.6737], [1.7519, 0.3875, 2.1131], [0.0234, 1.9102, 1.5814], [2.7312, -0.6809, 0.3839], [1.2205, -1.8036, 0.6241], [1.4539, 0.3162, -1.5093], [0.4416, -1.3734, -1.4836], [-1.1084, 2.1079, -0.5053], [-1.9048, -0.7471, -1.9572]]
}

=====

2.
{
  "formula": "C3H8NO2S",
  "method": "ωB97M-V/def2-TZVPD",
  "homo_lumo_gap_ev": 6.41,
  "e_above_lowest_kcal_mol": 114.7,
  "molar_mass_g_mol": 122.17,
  "spin_multiplicity": 1,
  "e_tot_ha": -722.449256,
  "lumo_ha": 0.1005,
  "charge": -1,
  "homo_energy_ev": -3.676,
  "elements": ["O", "C", "N", "C", "C", "S", "H", "H", "H", "H", "H", "H", "H", "H", "O"],
  "coordinates": [[-1.5442, 2.0055, -1.1095], [-1.9739, 1.6716, -0.0105], [-1.7591, 0.5335, 0.6882], [-0.5916, -0.0989, 0.3870], [0.4765, -0.1388, 1.4187], [1.9450, -1.0408, 0.8031], [-2.6423, 2.3874, 0.5032], [-0.5912, -2.0104, 0.0323], [-0.9789, -1.3171, 0.3646], [-0.2539, 0.0819, -0.6333], [0.8202, 0.8679, 1.6374], [0.2220, -0.6785, 2.3243], [1.8570, -0.4456, -2.7002], [2.3402, -1.0731, -1.4190], [2.6742, -0.7445, -2.2862]]
}

=====

3.
{
  "formula": "C4H2CuMgO2",
  "method": "ωB97M-V/def2-TZVPD",
  "s_squared": 0.751,
  "homo_lumo_gap_ev": [4.75, 7.63],
  "molar_mass_g_mol": 169.91,
  "spin_multiplicity": 2,
  "e_tot_ha": -2144.524317,
  "lumo_ha": [-0.0354, -0.0359],
  "homo_energy_ev": [-5.711, -8.605],
  "elements": ["C", "C", "O", "Cu", "H", "C", "C", "O", "Mg", "H"],
  "coordinates": [[-1.3437, -1.0753, 0.1591], [-0.6809, -1.9725, 0.7718], [-1.6751, -0.2341, -0.6399], [-1.2478, 1.6655, -1.3276], [-0.8967, -3.0164, 0.9715], [1.0698, 1.6576, -1.1474], [1.2029, 1.2909, 0.0410], [1.3315, 0.5201, 0.9944], [0.7367, -0.9516, 2.2000], [1.5034, 2.1156, -2.0229]]
}

=====

4.
{
  "formula": "C21H19FN4O3",
  "method": "ωB97M-V/def2-TZVPD",
  "homo_lumo_gap_ev": 7.99,
  "e_above_lowest_kcal_mol": 27.0,
  "molar_mass_g_mol": 394.41,
  "spin_multiplicity": 1,
  "e_tot_ha": -1356.172528,
  "lumo_ha": -0.0203,
  "homo_energy_ev": -8.539,
  "smiles": "O=C(c1ccc(F)cc1)N1CCN(c2ccc([N+](=O)[O-])cc2-n2cccc2)CC1",
  "elements": ["O", "C", "C", "C", "C", "C", "F", "C", "C", "N", "C", "C", "N", "C", "C", "C", "C", "N", "O", "O", "C", "C", "N", "C", "C", "C", "C", "C", "C", "H", "H", "H", "H", "H", "H", "H", "H", "H", "H", "H", "H", "H", "H", "H", "H", "H", "H", "H"],
  "coordinates": [[-3.2132, -2.7716, -0.8761], [-2.9621, -1.6127, -0.6044], [-3.9562, -0.7499, 0.1061], [-4.4960, -1.1942, 1.3080], [-5.4722, -0.4579, 1.9533], [-5.9144, 0.7145, 1.3670], [-6.8659, 1.4380, 1.9879], [-5.4132, 1.1651, 0.1582], [-4.4284, 0.4258, -0.4705], [-1.7959, -1.0210, -0.9728], [-1.2630, 0.2076, -0.4363], [-0.0510, -0.1052, 0.4487], [0.9369, -0.8644, -0.2949], [2.2723, -0.7640, 0.0326], [3.0542, -1.8966, 0.3032], [4.3767, -1.7903, 0.6666], [4.9617, -0.5325, 0.7674], [6.3264, -0.4066, 1.1751], [6.9589, -1.4283, 1.3576], [6.7730, 0.7150, 1.3180], [4.2309, 0.6073, 0.4509], [2.9087, 0.5032, 0.0648], [2.2333, 1.6626, -0.3414], [2.2269, 2.8604, 0.3152], [1.5080, 3.7555, -0.4228], [1.0772, 3.0847, -1.5880], [1.5356, 1.8016, -1.5081], [0.3910, -2.1134, -0.7840], [-0.8051, -1.7957, -1.6866], [-4.1473, -2.1235, 1.7316], [-5.8966, -0.7833, 2.8896], [-5.7962, 2.0752, -0.2753], [-4.0363, 0.7536, -1.4217], [-2.0180, 0.7228, 0.1564], [-0.9498, 0.8567, -1.2612], [0.3782, 0.8214, 0.8238], [-0.3922, -0.7010, 1.3110], [2.6011, -2.8739, 0.2711], [4.9638, -2.6644, 0.9013], [4.7172, 1.5709, 0.4771], [2.7126, 2.9723, 1.2643], [1.3122, 4.7775, -0.1674], [0.5041, 3.5069, -2.3896], [1.4567, 0.9863, -2.1991], [1.1459, -2.6366, -1.3712], [0.0569, -2.7614, 0.0397], [-1.2798, -2.7190, -2.0222], [-0.4678, -1.2174, -2.5529]]
}

=====

5.
{
  "formula": "C10H22BF4N5O7OsP2",
  "method": "ωB97M-V/def2-TZVPD",
  "s_squared": 6.037,
  "homo_lumo_gap_ev": [8.18, 8.07],
  "molar_mass_g_mol": 663.30,
  "spin_multiplicity": 5,
  "e_tot_ha": -2392.848511,
  "lumo_ha": [-0.0055, -0.0786],
  "homo_energy_ev": [-8.334, -10.213],
  "elements": ["Os", "O", "P", "O", "O", "O", "P", "O", "O", "O", "H", "H", "C", "N", "C", "C", "N", "N", "C", "N", "N", "H", "H", "H", "H", "H", "H", "H", "H", "H", "H", "H", "F", "B", "F", "F", "F", "C", "C", "C", "C", "C", "C", "H", "H", "H", "H", "H", "H", "H", "H", "H"],
  "coordinates": [[0.4941, -0.5507, 0.9375], [-0.0943, -0.5136, 4.9718], [0.9391, -1.3237, 4.0962], [2.1877, -1.6123, 4.7701], [1.0677, -0.4452, 2.7572], [0.1385, -2.6191, 3.6018], [-1.0957, -2.7400, 2.5685], [-1.8910, -1.3635, 2.9423], [-1.9570, -3.8945, 2.7845], [-0.4376, -2.4821, 1.1864], [-0.9440, -0.4318, 4.5086], [-2.8347, -1.5598, 2.9929], [-0.7835, -2.5943, -3.0526], [0.2657, -1.5874, -3.2054], [1.1764, -1.7038, -4.3432], [0.5926, -0.8368, -2.1438], [0.0071, -1.0147, -0.9856], [1.5496, 0.1256, -2.3579], [2.4584, 0.6354, -1.4251], [3.6396, 1.0025, -2.0181], [2.1295, 0.7971, -0.2078], [-1.0096, -2.9973, -4.0343], [-1.6921, -2.1335, -2.6652], [-0.4575, -3.4031, -2.3948], [1.1881, -0.7989, -4.9560], [0.8179, -2.5086, -4.9762], [2.1833, -1.9568, -4.0069], [-0.5246, -1.8776, -0.9391], [1.8784, 0.1817, -3.3058], [4.0099, 0.3147, -2.6590], [4.3444, 1.3281, -1.3747], [2.9052, 1.0912, 0.3765], [1.6477, -3.3475, -1.2518], [2.7575, -2.7977, -0.6206], [3.5737, -3.7133, -0.0378], [3.4444, -1.9613, -1.5290], [2.2614, -1.8852, 0.4580], [-2.3165, 3.7996, -0.3963], [-2.1477, 3.2463, 1.0245], [-3.5172, 2.8731, 1.6094], [-1.4694, 4.2942, 1.9177], [-1.3044, 2.0426, 0.9807], [-0.5940, 1.0519, 0.9640], [-2.9338, 4.6996, -0.3661], [-2.8031, 3.0692, -1.0436], [-1.3502, 4.0584, -0.8306], [-4.1531, 3.7601, 1.6438], [-3.4138, 2.4855, 2.6232], [-4.0118, 2.1185, 0.9970], [-2.0901, 5.1919, 1.9528], [-0.4882, 4.5670, 1.5281], [-1.3431, 3.9201, 2.9338]]
}